Entry 1:
DFT (ωB97M-V/def2-TZVPD) results for C5H8O in the gas phase in a non-equilibrium geometry.

Geometry (Å):
C -1.26841 -1.03141 -0.40793
C -0.64601 0.36438 -0.42684
C -0.07770 1.36092 0.63407
C 0.82592 0.50778 -0.19976
C 1.54485 -0.57785 0.50941
O 2.61614 -1.00492 0.15321
H -0.82474 -1.85705 0.16744
H -2.36992 -1.05967 -0.27639
H -0.87464 -1.15558 -1.45018
H -1.09281 0.87788 -1.27263
H -0.28218 1.11652 1.67008
H -0.00799 2.44309 0.44596
H 1.40793 0.98052 -0.97769
H 1.04955 -0.96462 1.43125

- Energy above the lowest of the compared OMol25 structures with the same formula, charge and spin: 192.6 kJ/mol
- E_HOMO: -9.719 eV
- SMILES: C[C@H]1C[C@H]1C=O
- Spin multiplicity: 1
- Gap between HOMO and LUMO: 10.7 eV
- Total charge: 0



Entry 2:
DFT (ωB97M-V/def2-TZVPD) results for C5H8O in the gas phase.

Geometry (Å):
O -0.57606 1.62081 1.32458
C -0.58441 0.33628 0.73289
C -0.95107 0.34713 -0.77486
C 0.06784 -0.55867 -1.41299
C 0.97828 -0.99006 -0.54318
C 0.76990 -0.40934 0.83130
H 0.33015 1.94686 1.33340
H -1.34938 -0.22090 1.28257
H -1.97195 -0.01452 -0.94423
H -0.91140 1.37167 -1.16479
H 0.05322 -0.81238 -2.46958
H 1.80982 -1.65003 -0.77976
H 1.58395 0.29513 1.07165
H 0.77393 -1.16114 1.62795

- Energy above the lowest of the compared OMol25 structures with the same formula, charge and spin: 78.9 kJ/mol
- E_HOMO: -9.332 eV
- SMILES: OC1CC=CC1
- Spin multiplicity: 1
- Gap between HOMO and LUMO: 10.4 eV
- Total charge: 0



Entry 3:
DFT (ωB97M-V/def2-TZVPD) results for C5H8O in the gas phase.

Geometry (Å):
O -0.31763 -0.00052 1.94758
C 0.54164 -0.18296 0.83120
C -0.15576 -1.17588 -0.13535
C -0.67216 -0.28215 -1.23961
C -0.34023 0.99503 -1.05494
C 0.67378 1.14369 0.04983
H -0.96438 -0.71796 1.88551
H 1.52797 -0.53608 1.16896
H -0.99961 -1.65393 0.43597
H 0.47519 -2.00441 -0.47894
H -1.26295 -0.66293 -2.06591
H -0.72454 1.83509 -1.62909
H 1.67335 1.21965 -0.40578
H 0.54532 2.02337 0.69059

- Energy above the lowest of the compared OMol25 structures with the same formula, charge and spin: 92.6 kJ/mol
- E_HOMO: -9.346 eV
- SMILES: OC1CC=CC1
- Spin multiplicity: 1
- Gap between HOMO and LUMO: 10.4 eV
- Total charge: 0



Entry 4:
DFT (ωB97M-V/def2-TZVPD) results for 2 unconnected molecules or ions with the total composition C5H8O.

Geometry (Å):
C -1.86305 0.26267 -0.63883
C -0.50369 0.12315 -0.04133
C 0.51159 0.99686 -0.00912
C 1.57621 0.51467 0.90132
O 1.21275 -0.70760 1.25619
C -0.06476 -1.08604 0.71987
H -2.09114 -0.56197 -1.32213
H -1.95635 1.20655 -1.18127
H -2.62245 0.24841 0.15306
H 0.55538 1.95748 -0.51361
H 2.94957 0.33311 -0.13476
H 2.94261 0.02929 -0.83849
H -0.70202 -1.34684 1.56992
H 0.05534 -1.96974 0.07918

- Energy above the lowest of the compared OMol25 structures with the same formula, charge and spin: 405.8 kJ/mol
- E_HOMO: -8.225 eV
- Spin multiplicity: 1
- Gap between HOMO and LUMO: 8.7 eV
- Total charge: 0



Entry 5:
DFT (ωB97M-V/def2-TZVPD) results for C5H8O in the gas phase.

Geometry (Å):
C -1.66319 -0.13164 -0.60827
C -0.99309 1.16011 -0.24571
C -0.56086 -0.12313 0.41271
C 0.75072 -0.77542 0.06717
C 2.04754 -0.16654 0.37773
O 1.53579 -1.23408 1.15903
H -1.42116 -0.55732 -1.58006
H -2.68479 -0.30956 -0.28675
H -1.55137 1.87407 0.35295
H -0.32755 1.60804 -0.97932
H -0.84153 -0.25958 1.45470
H 0.71850 -1.47772 -0.76881
H 2.91938 -0.40955 -0.23046
H 2.07162 0.80232 0.87511

- Energy above the lowest of the compared OMol25 structures with the same formula, charge and spin: 219.5 kJ/mol
- E_HOMO: -10.012 eV
- SMILES: C1CC1[C@H]1CO1
- Spin multiplicity: 1
- Gap between HOMO and LUMO: 11.2 eV
- Total charge: 0



Entry 6:
DFT (ωB97M-V/def2-TZVPD) results for 2 unconnected molecules or ions with the total composition C5H8O.

Geometry (Å):
C 0.70977 1.82206 1.37601
C 0.91857 0.95265 0.38861
C 1.72362 -0.26217 0.62395
O 1.91941 -1.12302 -0.20570
H 1.13186 1.66140 2.36728
H 0.11044 2.71628 1.23692
H 0.49576 1.07955 -0.60440
H 2.15453 -0.34606 1.64666
C -1.91129 -1.18071 -0.62300
C -1.12828 -0.98470 -1.67782
H -1.52042 -1.58215 0.30981
H -2.97561 -0.95588 -0.64243
H -0.06201 -1.20119 -1.63799
H -1.51950 -0.57965 -2.60929

- Energy above the lowest of the compared OMol25 structures with the same formula, charge and spin: 201.8 kJ/mol
- E_HOMO: -9.964 eV
- SMILES: C=CC=O.C=C
- Spin multiplicity: 1
- Gap between HOMO and LUMO: 10.2 eV
- Total charge: 0



Entry 7:
DFT (ωB97M-V/def2-TZVPD) results for C5H8O in the gas phase in a non-equilibrium geometry.

Geometry (Å):
C -0.60400 -1.13887 0.24937
C 0.06139 -2.13588 -0.24579
C -0.03858 0.25183 0.32889
C 1.24828 0.28345 -0.43374
C -1.11404 1.21034 -0.24606
O 2.43547 0.35766 0.04141
H -1.54734 -1.18231 0.78594
H -0.28172 -3.14137 -0.19333
H 0.18011 0.58653 1.38298
H 1.30719 0.08431 -1.53513
H -0.97803 1.57126 -1.21437
H -1.20542 2.27908 0.25733
H -2.10340 0.89533 -0.17690
H 2.64008 0.07865 0.99938

- Energy above the lowest of the compared OMol25 structures with the same formula, charge and spin: 573.5 kJ/mol
- E_HOMO (alpha / beta): -6.431 / -9.016 eV
- Spin multiplicity: 1
- Gap between HOMO and LUMO (alpha / beta): 6.0 / 9.8 eV
- Total charge: 0



Entry 8:
DFT (ωB97M-V/def2-TZVPD) results for C5H8O in the gas phase.

Geometry (Å):
C -0.04718 0.22966 -2.44547
C 0.04059 0.35759 -1.24969
C 0.17236 0.43370 0.21342
C -1.11638 0.92845 0.87596
C 0.57568 -0.95005 0.75049
O 1.74142 -1.44907 0.14436
H -0.13276 0.14220 -3.50654
H 0.99171 1.12705 0.44186
H -1.94853 0.25307 0.65216
H -1.38537 1.92726 0.52218
H -0.98971 0.97154 1.96323
H 0.79231 -0.87215 1.82087
H -0.27449 -1.64117 0.62745
H 1.58036 -1.45810 -0.81027

- Energy above the lowest of the compared OMol25 structures with the same formula, charge and spin: 195.9 kJ/mol
- E_HOMO: -10.076 eV
- SMILES: C#C[C@@H](C)CO
- Spin multiplicity: 1
- Gap between HOMO and LUMO: 11.1 eV
- Total charge: 0



Entry 9:
DFT (ωB97M-V/def2-TZVPD) results for C5H8O in the gas phase in a non-equilibrium geometry.

Geometry (Å):
O 1.03714 -1.38340 1.09406
C 0.79680 -0.75768 -0.17610
C 1.04567 0.75338 -0.18781
C -0.09512 1.43702 -0.20828
C -1.23796 0.49977 0.04863
C -0.70316 -0.84323 -0.48276
H 1.46688 -0.76436 1.69168
H 1.39776 -1.29858 -0.91802
H 2.02746 1.19508 -0.06023
H -0.26186 2.49258 -0.00374
H -2.23663 0.76431 -0.31536
H -1.20396 0.56207 1.12792
H -0.84417 -0.92036 -1.56935
H -1.14142 -1.73644 -0.02641

- Energy above the lowest of the compared OMol25 structures with the same formula, charge and spin: 108.8 kJ/mol
- E_HOMO: -9.565 eV
- SMILES: O[C@@H]1C=CCC1
- Spin multiplicity: 1
- Gap between HOMO and LUMO: 10.5 eV
- Total charge: 0



Entry 10:
DFT (ωB97M-V/def2-TZVPD) results for 2 unconnected molecules or ions with the total composition C5H8O in a non-equilibrium geometry.

Geometry (Å):
C 0.21424 1.03177 -0.63195
C -0.66307 -0.00460 -0.48782
C -0.17797 -1.39597 -0.72167
C -0.09554 -0.80874 0.65583
C 1.15166 -0.07591 1.08027
O 1.20986 1.12180 0.23101
H 0.15588 1.87718 -1.31972
H 0.76679 -1.48235 -1.25688
H -0.90368 -2.17046 -0.93927
H -0.77286 -1.17072 1.43159
H 2.08019 -0.62664 0.92046
H 1.10431 0.30276 2.10147
H -2.09232 2.08154 -0.51918
H -1.97748 1.32034 -0.54415

- Energy above the lowest of the compared OMol25 structures with the same formula, charge and spin: 503.9 kJ/mol
- E_HOMO: -7.611 eV
- SMILES: C1=C2C[C@H]2CO1.[H][H]
- Spin multiplicity: 1
- Gap between HOMO and LUMO: 8.0 eV
- Total charge: 0



Entry 11:
DFT (ωB97M-V/def2-TZVPD) results for C5H8O in the gas phase in a non-equilibrium geometry.

Geometry (Å):
C -0.69127 1.37134 0.74247
C -0.35341 0.32530 -0.04145
C -0.22231 0.47003 -1.53822
C 0.23093 -0.87954 0.54131
C 1.52171 -1.05608 0.83460
O -0.73772 -1.82054 0.72185
H -0.59230 1.32324 1.82308
H -1.10118 2.28553 0.32512
H -1.15067 0.86827 -1.95991
H -0.02526 -0.49329 -2.01960
H 0.59994 1.14534 -1.79346
H 2.25234 -0.27645 0.65546
H 1.84602 -1.98119 1.29779
H -1.57684 -1.28194 0.41095

- Energy above the lowest of the compared OMol25 structures with the same formula, charge and spin: 170.3 kJ/mol
- E_HOMO: -8.807 eV
- SMILES: C=C(C)C(=C)O
- Spin multiplicity: 1
- Gap between HOMO and LUMO: 9.6 eV
- Total charge: 0



Entry 12:
DFT (ωB97M-V/def2-TZVPD) results for 2 unconnected molecules or ions with the total composition C5H8O in a non-equilibrium geometry.

Geometry (Å):
C -0.00368 -1.71631 -0.23108
C 1.03171 -1.14879 0.42189
C 1.36984 0.20874 0.04660
C 0.33084 0.87601 -0.49255
C -1.07227 0.30523 -0.47873
O -1.78784 0.17499 0.50030
H -0.16053 -1.55040 -1.29016
H -0.71467 -2.38319 0.24173
H 1.49705 -1.64395 1.26524
H 2.34077 0.66548 0.24428
H 0.43907 1.82706 -1.01346
H -1.50466 0.16705 -1.48623
H -1.14245 1.84639 1.18743
H -0.62316 2.37169 1.08475

- Energy above the lowest of the compared OMol25 structures with the same formula, charge and spin: 399.6 kJ/mol
- E_HOMO: -8.892 eV
- SMILES: C=C/C=C\C=O.[H][H]
- Spin multiplicity: 1
- Gap between HOMO and LUMO: 9.2 eV
- Total charge: 0



Entry 13:
DFT (ωB97M-V/def2-TZVPD) results for C5H8O in the gas phase.

Geometry (Å):
C -1.26237 0.51305 -1.94274
C -0.63166 0.96745 -0.89682
C -0.08868 1.12949 0.27835
C 0.85798 0.05519 0.78917
C 0.04220 -1.17561 1.17192
O 1.78792 -0.35838 -0.19710
H -2.06371 -0.19034 -1.73780
H -1.02716 0.73906 -2.97417
H -0.38983 1.94219 0.93400
H 1.38938 0.45236 1.66555
H -0.42025 -1.56185 0.25742
H 0.67634 -1.95618 1.60151
H -0.75099 -0.91924 1.88169
H 1.88084 0.36280 -0.83100

- Energy above the lowest of the compared OMol25 structures with the same formula, charge and spin: 205.3 kJ/mol
- E_HOMO: -9.626 eV
- SMILES: C=C=C[C@@H](C)O
- Spin multiplicity: 1
- Gap between HOMO and LUMO: 10.6 eV
- Total charge: 0



Entry 14:
DFT (ωB97M-V/def2-TZVPD) results for C5H8O in the gas phase.

Geometry (Å):
C -0.75457 0.90712 0.80785
O -1.46056 0.37077 -0.30490
C -0.94543 -0.94419 -0.45209
C 0.53866 -0.82632 -0.18604
C 1.16384 0.40168 -0.78812
C 0.67169 0.41240 0.63419
H -0.86657 1.99398 0.79460
H -1.17350 0.50936 1.74784
H -1.05119 -1.29761 -1.47405
H -1.44930 -1.60021 0.27956
H 1.12888 -1.72657 -0.04183
H 0.59631 0.94889 -1.53996
H 2.23857 0.40733 -0.94351
H 1.36316 0.44338 1.46646

- Energy above the lowest of the compared OMol25 structures with the same formula, charge and spin: 131.6 kJ/mol
- E_HOMO: -9.810 eV
- SMILES: C1OC[C@H]2C[C@@H]12
- Spin multiplicity: 1
- Gap between HOMO and LUMO: 11.0 eV
- Total charge: 0



Entry 15:
DFT (ωB97M-V/def2-TZVPD) results for C5H8O in the gas phase.

Geometry (Å):
O -2.14939 0.47641 0.31323
C -0.87988 0.31604 -0.32130
C 0.40725 1.30319 -0.12854
C 1.51131 0.34826 0.25086
C 1.11576 -0.91994 0.29756
C -0.34871 -1.08157 0.03388
H -2.47127 -0.43020 0.45383
H -1.07065 0.41035 -1.39404
H 0.45538 2.21528 0.48960
H 0.57744 1.68402 -1.14270
H 2.53255 0.67094 0.44898
H 1.75639 -1.76463 0.52286
H -0.58732 -1.78319 -0.77261
H -0.84885 -1.44498 0.94839

- Energy above the lowest of the compared OMol25 structures with the same formula, charge and spin: 134.5 kJ/mol
- E_HOMO: -9.314 eV
- SMILES: OC1CC=CC1
- Spin multiplicity: 1
- Gap between HOMO and LUMO: 10.4 eV
- Total charge: 0



Entry 16:
DFT (ωB97M-V/def2-TZVPD) results for C5H8O in the gas phase in a non-equilibrium geometry.

Geometry (Å):
C 2.70906 -0.28017 -0.48014
C 1.47392 -0.05499 0.02444
C 0.33714 0.51093 0.35644
C -1.03673 0.52259 -0.21330
C -1.77583 -0.80630 -0.20640
O -1.85533 1.47646 0.44058
H 3.23891 -1.19323 -0.24220
H 1.59351 -0.18840 1.18767
H 3.25282 0.48170 -1.02156
H -0.88174 0.83460 -1.27076
H -1.84680 -1.17434 0.82018
H -2.78821 -0.65760 -0.59365
H -1.25673 -1.54231 -0.82628
H -1.25152 2.11508 0.84415

- Energy above the lowest of the compared OMol25 structures with the same formula, charge and spin: 520.5 kJ/mol
- E_HOMO: -7.865 eV
- Spin multiplicity: 1
- Gap between HOMO and LUMO: 7.9 eV
- Total charge: 0



Entry 17:
DFT (ωB97M-V/def2-TZVPD) results for 2 unconnected molecules or ions with the total composition C5H8O in a non-equilibrium geometry.

Geometry (Å):
C -0.14728 1.64670 0.43037
C 1.06293 1.08398 0.38387
C 0.99080 -0.38028 0.16997
O 0.10259 -1.19123 0.94056
C -0.46693 -0.56211 -0.17710
C -1.26888 0.65757 0.20422
H -0.32613 2.68285 0.66427
H 2.00608 1.61343 0.35087
H 1.90440 -0.93925 -0.08185
H -0.64007 -0.99204 -1.14278
H -1.99208 0.95017 -0.56890
H -1.85020 0.47974 1.12388
H -0.04214 -2.57855 -1.06028
H 0.66690 -2.47099 -1.23710

- Energy above the lowest of the compared OMol25 structures with the same formula, charge and spin: 362.8 kJ/mol
- E_HOMO: -8.979 eV
- SMILES: C1=C[C@H]2O[C@H]2C1.[H][H]
- Spin multiplicity: 1
- Gap between HOMO and LUMO: 10.2 eV
- Total charge: 0